ORCA calculation (the ωB97M-V functional and the def2-TZVPD basis) on C3H3Cl2O3 as an isolated structure.

- HOMO energy (eV) = -5.65
- LUMO (eV) = 3.5
- net charge = -1
- energy above the lowest of the compared OMol25 structures with the same formula, charge and spin (kcal/mol) = 6.8
- F_max (eV Å⁻¹) = 4.4
- HOMO-LUMO gap (eV) = 9.1
- calculated total energy (eV) = -34349.494

Geometry as XYZ:
```
11
Properties=species:S:1:pos:R:3:forces:R:3
C 1.1399 0.2652 -0.8501 0.510 2.012 1.971
C 0.4806 0.2572 0.5642 -3.232 1.283 -2.659
C -0.9092 -0.4148 0.4069 0.700 -0.203 0.856
O 2.3499 0.2580 -0.8957 1.075 -0.697 -0.306
O 0.3470 0.5719 -1.7820 -0.982 -0.032 -1.366
O -1.5971 0.0209 -0.5855 -0.403 0.199 0.467
Cl -0.6528 -2.2480 0.3216 0.186 -0.684 -0.160
Cl -1.7855 -0.2333 2.0248 -0.377 0.212 0.413
H 0.1373 1.2837 0.8832 1.099 -0.761 -0.383
H 1.1784 -0.1853 1.1452 1.602 -1.379 2.468
H -0.6886 0.4244 -1.2326 -0.177 0.049 -1.302
```
Positions in Å, forces in eV/Å.